Record 1
80
Properties=species:S:1:pos:R:3:forces:R:3 method="wB97M-V/def2-TZVPD" charge=+3 total_energy_ev=-278773.1997 lumo_ev=-10.7 e_above_lowest_kj_mol=114.19 gap_ev=6.2
Ga 0.246812 -0.058660 -1.675601 -0.362 0.419 -0.506
C -2.369150 -1.777600 -2.546629 -0.006 0.203 -0.043
N -1.271719 -0.921280 -3.087084 -0.028 -0.177 0.422
C -0.558241 -1.746033 -4.089685 -0.184 -0.056 0.039
C -1.904430 0.239273 -3.747058 -0.106 -0.162 -0.150
C -0.883062 1.301954 -4.008171 -0.006 0.222 -0.037
N -0.294496 1.747736 -2.721962 0.523 -0.022 0.106
C -1.262478 2.632505 -2.028109 -0.002 -0.029 -0.055
C 0.927454 2.549746 -3.012677 -0.255 0.229 -0.031
H -3.049279 -2.027357 -3.364524 -0.024 0.024 0.050
H -2.924960 -1.235787 -1.782583 -0.004 0.038 0.035
H -1.968656 -2.690748 -2.129196 0.090 -0.080 -0.003
H -1.273385 -2.147803 -4.810596 -0.006 -0.007 -0.005
H -0.066181 -2.576188 -3.590272 0.015 -0.049 0.059
H 0.173549 -1.158297 -4.624782 0.102 0.101 -0.090
H -2.688595 0.610997 -3.089718 -0.056 0.013 -0.029
H -2.384441 -0.061418 -4.681421 -0.002 -0.073 0.002
H -1.352781 2.142616 -4.522476 0.081 0.101 0.018
H -0.076917 0.946233 -4.648094 0.030 -0.057 -0.027
H -1.542528 3.452907 -2.692425 -0.006 -0.004 0.008
H -0.797473 3.056898 -1.148665 0.087 0.044 0.136
H -2.158173 2.092068 -1.738306 -0.035 -0.036 0.029
H 0.665367 3.412943 -3.627837 -0.041 -0.021 -0.019
H 1.645110 1.946500 -3.553223 0.073 -0.106 -0.100
H 1.376560 2.895196 -2.088842 -0.024 0.022 0.017
C -3.823832 -0.432012 4.152941 0.047 0.168 0.026
O -3.666348 1.003755 4.177512 0.225 -0.075 -0.031
C -2.557241 1.584844 3.771552 -0.291 -0.278 -0.054
O -2.421124 2.781552 3.744176 -0.014 0.022 -0.088
C -1.432381 0.806850 3.098461 -0.030 0.201 0.115
C -0.472396 0.135454 3.712548 0.108 -0.067 0.021
As 1.294751 -0.549989 3.105518 0.088 0.080 -0.030
C 0.820484 -2.450042 2.945189 0.023 0.031 -0.082
C 0.900627 0.106678 1.195083 0.067 0.789 0.512
C -0.239237 0.010152 0.447997 -0.122 -0.977 -1.380
As -1.484756 1.513843 1.263679 0.308 0.015 0.473
C -0.221623 2.987327 1.552036 0.029 0.041 0.013
C -0.827820 -1.366105 0.353326 0.115 -0.060 0.435
O -0.346087 -1.992383 -0.593856 -0.011 -0.208 -0.121
O -1.714309 -1.793093 1.185933 -0.091 -0.009 -0.068
C -2.235346 -3.162733 1.043660 0.008 0.078 0.015
C 1.896711 1.097349 0.606350 -0.162 -0.363 -0.126
O 1.919646 1.229490 -0.618437 0.080 0.241 0.262
O 2.716951 1.637398 1.435886 0.027 0.113 0.144
C 3.768991 2.522362 0.927168 -0.100 -0.044 0.024
C -0.396075 -0.170613 5.182796 -0.207 0.039 -0.030
O 0.580668 -0.777910 5.566665 0.090 -0.117 -0.043
O -1.386498 0.257771 5.919789 0.101 0.022 0.057
C -1.267029 0.016253 7.361889 -0.009 0.022 -0.098
H -4.891146 -0.608215 4.099695 -0.061 0.025 -0.001
H -3.421869 -0.858497 5.066647 0.003 0.005 0.028
H -3.331529 -0.863548 3.282252 0.009 0.002 -0.032
H 1.389033 -2.947344 3.725878 0.010 -0.036 0.048
H 1.130471 -2.849616 1.979869 -0.003 0.000 0.002
H -0.239697 -2.609871 3.108222 -0.012 -0.025 0.019
H 0.458373 2.771188 2.371168 -0.004 0.012 0.018
H -0.833487 3.843959 1.830503 -0.068 -0.006 -0.009
H 0.329271 3.222708 0.641115 -0.037 0.026 0.000
H -3.267032 -3.080196 0.718500 -0.032 0.026 -0.007
H -2.182568 -3.606154 2.031280 -0.008 -0.002 0.040
H -1.636930 -3.721941 0.334485 0.048 -0.002 -0.016
H 4.331412 2.820985 1.801897 0.003 -0.005 0.049
H 3.316184 3.382909 0.442992 -0.044 0.009 -0.012
H 4.392926 1.967231 0.234262 0.029 -0.043 -0.033
H -2.165629 0.435692 7.793882 -0.053 0.030 -0.001
H -0.381287 0.519854 7.734669 0.038 0.025 -0.005
H -1.197856 -1.051304 7.544251 -0.001 -0.044 -0.013
C 3.783028 0.561271 -2.930148 0.034 0.008 -0.024
As 2.458643 -0.817698 -2.676469 -0.074 -0.145 0.207
C 3.207899 -1.985258 -1.337207 -0.026 -0.012 0.053
C 2.680233 -1.836425 -4.297308 -0.002 -0.065 -0.012
H 4.752204 0.069956 -2.861505 0.056 0.010 -0.017
H 3.698511 1.334727 -2.178271 0.016 0.044 0.028
H 3.678426 0.987438 -3.925187 0.012 0.012 -0.041
H 4.215696 -2.255807 -1.644902 0.054 -0.011 0.005
H 2.603390 -2.886324 -1.257041 -0.033 -0.009 0.012
H 3.249862 -1.485610 -0.371477 0.015 0.013 0.034
H 3.749740 -2.030321 -4.378219 0.010 -0.012 -0.019
H 2.360507 -1.265280 -5.164468 -0.009 0.014 -0.048
H 2.148586 -2.781110 -4.247312 -0.010 -0.044 -0.025

---

Record 2
19
Properties=species:S:1:pos:R:3:forces:R:3 method="wB97M-V/def2-TZVPD" charge=0 total_energy_ev=-11959.0158 lumo_ev=0.6 e_above_lowest_kj_mol=105.53 gap_ev=10.2 smiles="NCCCC(=O)O.O"
N -1.138412 0.583428 -1.289946 0.351 -0.469 -1.184
C -1.490632 -0.452445 -0.307247 -0.277 1.315 0.087
C -0.403623 -1.470548 -0.062223 -0.349 0.092 0.915
C 0.985683 -0.918366 0.332779 0.422 -1.343 -0.909
C 0.916128 0.104879 1.420602 -0.032 0.073 0.205
O 0.447749 1.206129 1.326881 0.098 0.213 -0.085
O 1.368433 -0.396363 2.581934 0.288 -0.277 0.440
H -1.707934 0.466316 -2.119159 -0.422 0.189 0.042
H -0.221381 0.375649 -1.692821 -0.012 0.043 0.491
H -1.714375 0.101255 0.605028 0.424 -0.127 0.399
H -2.484046 -0.844215 -0.520542 0.211 -0.672 -0.430
H -0.736522 -1.996618 0.831456 -0.060 -0.461 -0.003
H -0.290250 -2.209960 -0.852067 -0.017 0.102 -0.201
H 1.531219 -1.813189 0.637265 -0.015 0.155 0.674
H 1.624376 -0.656939 -0.517189 -0.510 0.934 -0.034
H 1.301248 0.247468 3.308328 -0.148 0.089 -0.455
O 0.895680 2.915538 -1.242131 -0.233 -0.624 0.255
H 0.669875 2.290774 -1.939875 0.086 0.366 -0.245
H 0.446782 2.467208 -0.501072 0.194 0.401 0.038

---

Record 3
96
Properties=species:S:1:pos:R:3:forces:R:3 method="wB97M-V/def2-TZVPD" charge=+3 total_energy_ev=-72666.3884 lumo_ev="-10.5 / -10.5" gap_ev="6.7 / 6.7"
C 2.130898 -1.446609 -0.803426 -0.137 0.050 0.514
C 1.137007 0.453211 -1.738790 0.149 -0.024 -0.077
C 3.141287 -1.418400 -1.756102 -0.127 -0.165 -0.120
C 2.028249 0.419266 -2.807742 -0.257 0.072 0.101
C 3.055043 -0.521876 -2.809798 0.059 0.294 0.217
H 3.955085 -2.134679 -1.677397 -0.216 0.013 -0.210
H 1.919314 1.136347 -3.623960 0.074 -0.231 0.276
H 3.780152 -0.533415 -3.617611 -0.048 -0.031 0.116
N 1.190741 -0.466547 -0.731170 -0.187 -0.219 -0.641
P 0.408085 -2.921467 0.910721 0.110 -0.151 -0.500
P -0.191250 2.513831 -0.067534 -0.059 -0.714 -0.593
C 2.079987 -2.617690 0.180118 0.374 0.259 0.179
H 2.436815 -3.539506 -0.313548 -0.148 0.419 0.132
H 2.797695 -2.429230 0.996577 -0.257 -0.020 -0.174
C -2.626003 -0.447743 2.783261 -4.459 -0.899 4.252
O -3.446259 -0.612061 3.584576 3.734 0.784 -3.642
C -0.002222 1.466393 -1.739036 -0.597 0.543 0.623
H 0.147093 2.226652 -2.521578 -0.051 -0.628 0.059
C -1.755943 3.572066 -0.266920 -0.137 -0.144 -0.143
C 1.323252 3.615287 0.045728 0.233 -0.036 -0.024
C -0.482248 -3.980718 -0.389183 0.073 0.051 0.163
C 0.689149 -3.773584 2.563199 -0.102 -0.130 0.006
C -2.932368 2.792572 0.365082 -0.064 -0.025 -0.164
H -2.724848 2.517066 1.409953 -0.022 0.109 -0.022
H -3.825980 3.436740 0.366335 0.266 -0.233 0.052
H -3.180394 1.883895 -0.199908 0.017 0.301 0.165
C -1.644682 4.937027 0.439006 0.041 0.060 0.075
H -1.376999 4.839740 1.499111 -0.161 0.044 -0.238
H -0.928951 5.608596 -0.054438 -0.317 -0.276 0.241
H -2.632245 5.424447 0.390942 0.311 -0.203 -0.007
C -2.051976 3.797480 -1.751656 -0.244 0.087 -0.042
H -3.024453 4.304903 -1.842985 0.268 -0.093 -0.018
H -1.297380 4.426502 -2.237697 -0.159 -0.135 0.074
H -2.129737 2.847851 -2.290593 -0.135 0.302 0.130
C 1.365116 4.298033 1.435665 -0.036 0.136 -0.033
H 1.150043 3.576584 2.240198 0.129 0.167 -0.150
H 2.376238 4.707628 1.598453 -0.348 -0.181 -0.060
H 0.660054 5.130709 1.532541 0.248 -0.280 -0.059
C 2.587444 2.738089 -0.060915 -0.018 -0.143 -0.025
H 2.611719 1.982476 0.735837 0.057 0.064 -0.131
H 2.667265 2.226786 -1.028376 0.044 0.226 0.272
H 3.473162 3.385335 0.048709 -0.332 -0.235 -0.014
C 1.339894 4.645259 -1.102492 0.366 0.219 -0.092
H 0.924987 4.250052 -2.042337 0.146 0.165 0.272
H 0.825868 5.579874 -0.840840 0.138 -0.387 -0.191
H 2.392130 4.904935 -1.308660 -0.390 -0.001 0.049
C -0.684678 -4.109651 3.186319 0.105 -0.112 -0.030
H -0.528636 -4.486495 4.209274 -0.058 0.111 -0.318
H -1.335185 -3.225125 3.255939 0.097 -0.091 0.026
H -1.228692 -4.884858 2.629259 0.187 0.227 0.137
C 1.445481 -2.792580 3.479943 0.089 0.014 -0.033
H 2.463094 -2.602916 3.113498 -0.202 -0.033 0.145
H 0.941639 -1.825130 3.594353 -0.080 -0.114 0.004
H 1.532738 -3.248034 4.478062 -0.020 0.150 -0.295
C 1.561889 -5.033816 2.440504 0.007 -0.205 0.122
H 2.509977 -4.814223 1.930980 -0.172 -0.125 0.149
H 1.798468 -5.380513 3.458979 0.002 0.111 -0.303
H 1.062573 -5.861344 1.927504 0.222 0.304 0.236
C -0.013663 -3.594142 -1.804106 0.073 0.192 -0.060
H 1.031823 -3.877259 -1.984158 -0.283 -0.013 0.006
H -0.635273 -4.139882 -2.531883 0.198 0.145 0.233
H -0.115411 -2.522060 -2.028311 -0.039 -0.277 0.152
C -1.995865 -3.713010 -0.259370 -0.022 -0.095 0.084
H -2.270752 -2.702152 -0.611719 0.113 -0.305 0.012
H -2.535221 -4.450654 -0.878320 0.092 0.357 0.229
H -2.352965 -3.822426 0.776346 0.062 -0.085 -0.255
C -0.159736 -5.465155 -0.182634 -0.191 -0.238 -0.128
H 0.922587 -5.656625 -0.226246 -0.345 0.017 0.021
H -0.568820 -5.859634 0.755810 0.120 0.101 -0.292
H -0.625884 -6.037375 -0.999261 0.125 0.161 0.184
Ce -0.725987 -0.234964 0.930703 0.421 0.469 -1.748
N -1.826726 0.064266 -0.908266 1.276 0.129 0.893
C -1.337640 0.633992 -1.940771 0.598 0.237 -0.368
C -1.912804 0.430573 -3.368533 -0.137 0.382 0.268
C -1.362393 1.438881 -4.365666 0.149 0.299 -0.157
C -1.475495 -0.949526 -3.853589 0.223 -0.515 0.190
C -3.453091 0.505737 -3.308765 -0.255 -0.094 0.123
H -1.585180 2.469021 -4.078522 0.098 -0.078 -0.205
H -0.281916 1.313362 -4.486432 -0.106 0.121 -0.106
H -1.824986 1.267524 -5.343624 0.093 -0.014 0.197
H -1.824786 -1.727859 -3.166841 0.024 0.062 -0.177
H -1.903486 -1.144720 -4.845552 0.091 0.117 0.252
H -0.381461 -1.004105 -3.936489 -0.186 -0.106 -0.027
H -3.847031 1.166665 -4.091296 0.119 -0.191 0.220
H -3.877824 -0.491889 -3.457630 -0.055 0.216 0.048
H -3.802280 0.868287 -2.336680 -0.071 0.004 -0.223
C 0.086758 1.493374 4.527706 -0.096 0.498 0.436
C 1.148525 1.056918 3.588479 -0.156 -0.568 -0.833
C 2.563199 1.169227 4.006503 0.455 -0.200 -0.451
O 0.844190 0.560497 2.463494 -0.018 0.441 1.208
H 0.558008 2.042703 5.355801 -0.415 -0.177 -0.174
H -0.454069 0.627724 4.948889 0.285 0.152 -0.155
H -0.657594 2.142622 4.034749 0.297 -0.221 0.061
H 2.717240 0.602578 4.941378 -0.127 0.193 -0.203
H 3.232586 0.785529 3.223495 -0.199 0.139 0.322
H 2.824882 2.216553 4.235382 -0.214 -0.274 -0.015

---

Record 4
51
Properties=species:S:1:pos:R:3:forces:R:3 method="wB97M-V/def2-TZVPD" charge=0 total_energy_ev=-44727.9435 lumo_ev=0.6 e_above_lowest_kj_mol=295.33 gap_ev=9.1 smiles="Cc1nn(Cc2ccccc2Cl)c(C)c1NC(=O)c1noc2c1CCCCC2"
C -1.827698 -4.512703 -0.270035 -0.018 0.106 0.042
C -1.676270 -3.172336 0.351769 0.329 0.345 0.132
N -2.693287 -2.353051 0.544560 -0.715 -0.515 -0.348
N -2.203669 -1.257864 1.125167 0.661 -0.171 0.114
C -3.033531 -0.102985 1.331506 -0.211 0.244 0.083
C -2.596002 1.022721 0.426108 -0.045 0.138 0.088
C -2.360913 0.756917 -0.918752 -0.026 0.121 0.026
C -1.916219 1.745097 -1.776136 -0.074 -0.023 -0.011
C -1.695873 3.025759 -1.297475 -0.018 0.019 0.033
C -1.928119 3.314903 0.034996 0.035 0.050 0.036
C -2.374323 2.315994 0.886159 -0.019 -0.085 -0.249
Cl -2.648406 2.722798 2.551590 -0.003 0.098 0.189
C -0.867545 -1.335080 1.317348 0.125 -0.486 0.167
C -0.070821 -0.259141 1.956953 -0.089 0.010 -0.097
C -0.487449 -2.570418 0.817906 -0.762 0.465 0.347
N 0.809687 -3.095637 0.762909 -0.262 -0.422 0.206
C 1.883309 -2.502866 0.197411 0.069 -0.369 -0.033
O 3.001687 -2.977575 0.270695 0.088 0.196 -0.075
C 1.616441 -1.237231 -0.533574 0.036 0.913 -0.724
N 0.584759 -1.081166 -1.327696 -0.200 -0.970 0.195
O 0.690038 0.143997 -1.886461 0.282 0.395 -0.141
C 1.796208 0.752939 -1.424243 0.500 -0.431 0.674
C 2.445945 -0.081394 -0.554164 -0.422 0.196 -0.376
C 3.723071 0.132774 0.179896 0.107 0.103 0.084
C 4.524105 1.323236 -0.356136 0.094 -0.164 -0.063
C 4.574616 1.338886 -1.888004 0.071 0.202 0.027
C 3.501611 2.220639 -2.540273 0.021 -0.123 0.006
C 2.116294 2.129453 -1.879297 -0.019 -0.018 -0.111
H -1.590218 -5.298133 0.447509 -0.015 -0.110 -0.024
H -2.851483 -4.641028 -0.607616 -0.055 -0.068 -0.043
H -1.150957 -4.607099 -1.117618 0.022 -0.082 -0.081
H -2.991659 0.209881 2.378758 -0.064 -0.112 -0.167
H -4.055483 -0.409475 1.092125 0.137 0.001 0.119
H -2.517489 -0.246514 -1.284248 0.016 -0.157 -0.031
H -1.734783 1.510967 -2.812978 0.030 -0.028 -0.105
H -1.344933 3.804527 -1.957537 0.027 0.080 -0.064
H -1.761712 4.308949 0.420400 0.003 0.072 0.057
H -0.564919 0.100805 2.858547 0.024 0.052 0.086
H 0.054940 0.588667 1.281725 0.082 0.073 -0.023
H 0.912378 -0.641332 2.222535 0.054 0.018 0.057
H 0.966959 -4.015215 1.156083 0.175 0.181 -0.021
H 3.513186 0.274197 1.245031 0.074 -0.075 0.021
H 4.311046 -0.784163 0.090530 0.004 0.070 0.057
H 5.537249 1.251580 0.043106 -0.043 0.085 0.049
H 4.099820 2.258970 0.009616 0.035 0.094 0.073
H 4.473612 0.314260 -2.249948 0.064 -0.025 -0.052
H 5.548346 1.701844 -2.222148 0.004 -0.072 -0.037
H 3.819477 3.264600 -2.508575 -0.005 0.015 -0.058
H 3.417387 1.935223 -3.590428 -0.003 0.081 -0.037
H 2.076471 2.793144 -1.011724 -0.077 0.008 -0.064
H 1.344937 2.452043 -2.579460 -0.023 0.078 0.069